17
Properties=species:S:1:pos:R:3:mulliken_charge:R:1 method="wB97M-V/def2-TZVPD" homo_ha=-0.32744
H -1.444 -2.416 -0.597 0.32
C -1.367 -1.692 0.211 -1.05
H 3.670 -0.886 0.626 -0.14
H 3.613 1.052 -0.732 -0.14
H -2.043 2.173 -0.862 0.30
C 1.289 0.522 0.644 -1.06
H 2.473 -0.922 -1.422 -0.15
H -0.560 -0.054 -1.905 -0.14
H -2.322 -1.672 0.727 0.34
C -2.077 1.415 -0.083 -1.03
H 1.136 0.061 1.615 0.40
Si 2.811 -0.086 -0.261 0.44
H -3.104 1.060 -0.016 0.34
H -0.625 -2.069 0.907 0.31
Si -0.863 0.009 -0.471 0.55
H 1.248 1.602 0.759 0.37
H -1.837 1.903 0.858 0.32